C5H10O as an isolated structure, computed with wB97M-V/def2-TZVPD.

## Properties
Lowest unoccupied orbital energy ... 0.960 eV
Strongest force on any atom ... 3.78 eV Å⁻¹
Energy relative to the best compared isomer or geometry (same formula, charge and spin) ... 4.4046 eV
Kohn-Sham gap ... 9.18 eV

Last column: natural (NBO) charge in e.
Geometry (Å):
1 C 2.2253 0.9099 -0.1814  -0.629
2 C 1.1014 -0.1020 -0.3917  0.046
3 C 0.4143 -0.8607 0.6950  -0.279
4 C -1.1308 -0.5346 -0.4439  0.035
5 C -2.4192 -0.1149 0.2475  -0.664
6 O -0.1514 0.6095 -0.4237  -0.575
7 H 2.2799 1.5594 -1.0667  0.227
8 H 1.9919 1.5446 0.6786  0.215
9 H 3.2148 0.4610 -0.0353  0.215
10 H 1.2734 -0.7191 -1.2905  0.171
11 H 0.3337 -1.9063 0.8147  0.195
12 H 0.5117 -0.2709 1.6408  0.213
13 H -1.3902 -0.5990 -1.5551  0.188
14 H -3.2701 -0.7907 0.0720  0.215
15 H -2.2458 -0.0760 1.3211  0.207
16 H -2.7388 0.8897 -0.0814  0.219